A structure of composition C24H22BrIN3OTi. Source: OMol25; level of theory: wB97M-V/def2-TZVPD.

Each line ends with the natural charge from an NBO analysis.
CARTESIAN COORDINATES (ANGSTROEM)
Ti  0.22  -0.51  0.55  1.130
C  3.30  0.08  -0.12  -0.245
N  2.35  -0.28  0.92  -0.660
C  2.70  -0.29  2.17  0.168
C  1.69  -0.48  3.15  -0.050
C  1.73  -0.49  4.55  -0.214
C  0.42  -0.61  4.97  -0.316
C  -0.36  -0.67  3.81  -0.026
N  0.39  -0.60  2.70  -0.657
C  2.55  0.95  -1.10  -0.021
C  2.49  2.33  -0.93  -0.198
C  1.72  3.11  -1.78  -0.210
C  1.00  2.52  -2.81  -0.169
C  1.05  1.14  -2.98  -0.216
C  1.81  0.36  -2.13  -0.244
H  3.67  -0.82  -0.63  0.208
H  4.16  0.61  0.29  0.209
H  3.73  -0.11  2.47  0.198
H  2.62  -0.40  5.16  0.226
H  0.05  -0.65  5.98  0.229
H  -1.44  -0.75  3.75  0.194
H  3.06  2.80  -0.14  0.223
H  1.69  4.18  -1.65  0.226
H  0.42  3.14  -3.49  0.216
H  0.51  0.67  -3.80  0.220
H  1.87  -0.71  -2.28  0.227
O  -1.35  -0.36  -0.97  -0.763
C  -1.92  0.92  -1.30  -0.089
C  -1.43  1.95  -0.31  0.212
C  -1.89  3.25  -0.35  -0.238
C  -1.41  4.16  0.57  -0.129
C  -0.48  3.73  1.52  -0.233
C  -0.08  2.41  1.50  0.072
N  -0.54  1.53  0.60  -0.557
H  -1.84  -1.08  -1.37  0.517
H  -3.01  0.86  -1.26  0.211
H  -1.61  1.20  -2.31  0.216
H  -2.62  3.55  -1.10  0.233
H  -1.75  5.18  0.57  0.237
H  -0.09  4.40  2.27  0.241
H  0.62  2.01  2.23  0.231
Br  -1.93  -2.52  1.38  0.210
C  -2.00  -3.41  -0.29  -0.043
C  -3.24  -3.74  -0.81  -0.267
C  -3.31  -4.41  -2.03  -0.184
C  -2.16  -4.73  -2.71  -0.188
C  -0.92  -4.40  -2.19  -0.214
C  -0.83  -3.74  -0.97  -0.261
I  1.05  -3.23  -0.23  0.383
H  -4.14  -3.49  -0.26  0.243
H  -4.28  -4.68  -2.43  0.238
H  -2.21  -5.25  -3.66  0.238
H  -0.01  -4.65  -2.73  0.239

Summary:
**Spin multiplicity**: 3
**Orbital gap (alpha / beta)**: 6.93 / 7.60 eV
**Total charge**: +1

***

A structure of composition C24H22BrMnN6O2S. Source: OMol25; level of theory: wB97M-V/def2-TZVPD.

Each line ends with the natural charge from an NBO analysis.
CARTESIAN COORDINATES (ANGSTROEM)
Mn  -1.01  -1.30  -0.42  1.664
N  1.35  0.51  2.75  -0.554
C  0.69  1.36  3.68  0.078
C  1.38  1.81  4.79  -0.201
C  0.75  2.64  5.70  -0.179
C  -0.57  3.01  5.51  -0.176
C  -1.27  2.55  4.40  -0.218
C  -0.63  1.73  3.49  -0.144
S  -1.54  1.16  2.07  0.509
N  -0.46  0.08  1.34  -0.763
C  0.76  -0.10  1.71  0.433
C  1.55  -1.08  0.92  0.193
C  2.90  -1.33  1.10  -0.210
C  3.52  -2.30  0.32  -0.089
C  2.78  -2.99  -0.62  -0.216
C  1.45  -2.67  -0.76  0.089
N  0.85  -1.74  -0.01  -0.514
H  2.30  0.29  2.98  0.417
H  2.41  1.52  4.94  0.222
H  1.29  3.00  6.57  0.242
H  -1.07  3.66  6.22  0.243
H  -2.30  2.83  4.24  0.238
H  3.48  -0.80  1.84  0.239
H  4.58  -2.52  0.45  0.259
H  3.23  -3.75  -1.25  0.265
H  0.82  -3.19  -1.49  0.224
Br  0.06  -3.55  2.50  0.116
C  -1.64  -3.74  1.71  0.172
C  -2.47  -4.72  2.23  -0.247
C  -3.74  -4.87  1.69  -0.085
C  -4.14  -4.02  0.67  -0.187
C  -3.25  -3.08  0.22  0.104
N  -1.99  -2.94  0.70  -0.556
C  -3.65  -2.06  -0.83  0.750
O  -4.69  -2.10  -1.40  -0.474
O  -2.69  -1.17  -0.99  -0.713
H  -2.12  -5.34  3.04  0.266
H  -4.41  -5.63  2.08  0.259
H  -5.13  -4.07  0.22  0.278
N  -0.33  -0.10  -1.83  -0.632
C  -0.24  0.85  -2.50  0.715
N  -0.14  1.90  -3.23  -0.430
C  0.55  3.10  -2.72  -0.200
C  1.86  3.29  -3.49  -0.413
C  1.59  3.36  -4.99  -0.406
C  0.83  2.12  -5.47  -0.414
C  -0.45  1.91  -4.68  -0.203
H  0.71  2.99  -1.65  0.220
H  -0.11  3.95  -2.89  0.224
H  2.53  2.45  -3.26  0.203
H  2.34  4.20  -3.14  0.242
H  2.53  3.44  -5.53  0.239
H  1.01  4.26  -5.21  0.214
H  1.47  1.24  -5.38  0.207
H  0.57  2.22  -6.53  0.246
H  -0.94  0.98  -4.95  0.231
H  -1.15  2.73  -4.85  0.224

Summary:
**Spin multiplicity**: 5
**Orbital gap (alpha / beta)**: 5.38 / 5.70 eV
**Total charge**: +2

***

A structure of composition C24H22BrN4NaO2Se2Te2. Source: OMol25; level of theory: wB97M-V/def2-TZVPD.

Each line ends with the natural charge from an NBO analysis.
CARTESIAN COORDINATES (ANGSTROEM)
Na  -1.33  0.06  -0.35  0.838
Se  -4.18  0.00  -0.26  -0.860
Te  -3.70  0.96  -2.54  -0.068
Te  -2.53  -1.11  -3.86  -0.020
Se  -0.26  -1.38  -2.85  -0.910
N  0.10  1.97  -0.84  -0.864
C  0.73  2.56  0.27  0.137
C  0.32  3.81  0.74  -0.380
C  0.92  4.32  1.90  -0.205
C  1.86  3.60  2.60  -0.305
C  2.27  2.31  2.17  -0.031
C  3.05  1.41  2.93  -0.510
C  3.03  0.05  2.53  -0.222
C  2.56  -0.35  1.33  -0.193
N  2.24  0.64  0.33  -0.523
C  1.73  1.85  0.93  0.100
H  -0.40  2.61  -1.44  0.382
H  0.67  1.32  -1.36  0.410
H  -0.43  4.37  0.20  0.194
H  0.62  5.30  2.25  0.186
H  2.28  3.99  3.52  0.185
H  3.40  1.70  3.91  0.184
H  3.32  -0.72  3.25  0.191
H  2.44  -1.39  1.05  0.165
C  -0.70  1.09  3.01  -0.264
O  -0.67  -0.03  2.13  -0.493
C  -0.45  -1.24  2.66  0.304
C  -0.39  -1.54  4.01  -0.314
C  -0.19  -2.87  4.37  -0.063
Br  -0.12  -3.29  6.23  0.003
C  -0.06  -3.89  3.46  -0.235
C  -0.12  -3.58  2.10  -0.135
C  -0.26  -2.26  1.71  0.335
O  -0.34  -1.87  0.41  -0.724
C  -0.06  -4.67  1.10  0.389
N  0.31  -5.90  1.40  -0.481
C  0.20  -6.59  0.21  0.063
C  0.46  -7.93  -0.08  -0.204
C  0.26  -8.36  -1.38  -0.250
C  -0.19  -7.49  -2.39  -0.232
C  -0.45  -6.16  -2.12  -0.245
C  -0.25  -5.74  -0.81  0.172
N  -0.40  -4.51  -0.21  -0.554
H  0.24  1.15  3.56  0.207
H  -1.56  1.02  3.69  0.166
H  -0.79  1.97  2.38  0.229
H  -0.50  -0.78  4.77  0.237
H  0.07  -4.92  3.76  0.244
H  0.46  -2.08  -0.10  0.520
H  0.80  -8.60  0.69  0.208
H  0.45  -9.40  -1.63  0.196
H  -0.32  -7.87  -3.39  0.202
H  -0.77  -5.47  -2.89  0.237
H  -0.71  -3.66  -0.67  0.465
C  3.41  0.93  -0.51  -0.404
H  3.70  0.02  -1.04  0.188
H  4.26  1.28  0.08  0.171
H  3.16  1.69  -1.25  0.182

Summary:
**Orbital gap**: 4.19 eV
**Total charge**: -2

***

A structure of composition C24H22Cl2DyF3I2N2O4S. Source: OMol25; level of theory: wB97M-V/def2-TZVPD.

Each line ends with the Löwdin charge.
CARTESIAN COORDINATES (ANGSTROEM)
Dy  -0.78  0.29  -0.07  1.576
I  4.77  1.24  5.73  0.831
C  3.18  0.94  4.40  -0.739
C  1.92  0.63  4.90  -0.230
C  0.89  0.42  4.01  -0.612
I  -1.05  0.00  4.69  0.946
C  1.07  0.49  2.60  -0.411
O  0.08  0.22  1.80  -0.331
C  2.36  0.81  2.14  -0.131
C  2.65  1.00  0.67  -0.149
N  1.89  0.15  -0.26  -0.109
C  2.44  0.27  -1.61  -0.143
C  1.43  0.27  -2.73  -0.242
C  1.91  0.36  -4.04  -0.023
C  1.02  0.46  -5.09  -0.051
C  -0.33  0.47  -4.80  -0.043
C  -0.73  0.36  -3.49  -0.101
N  0.12  0.26  -2.46  0.044
C  3.39  1.03  3.04  -0.124
H  1.75  0.56  5.97  0.081
H  2.44  2.04  0.39  0.129
H  3.73  0.85  0.53  0.122
H  1.96  -0.81  0.05  0.108
H  2.97  1.22  -1.68  0.133
H  3.18  -0.52  -1.82  0.135
H  2.98  0.36  -4.21  0.119
H  1.38  0.54  -6.11  0.112
H  -1.07  0.56  -5.59  0.110
H  -1.78  0.37  -3.23  0.098
H  4.37  1.28  2.66  0.099
Cl  -2.79  -2.88  -2.22  0.636
C  -3.86  -1.92  -1.16  -0.966
Cl  -4.65  -2.94  0.04  0.637
C  -3.01  -0.79  -0.53  -0.795
O  -2.69  0.14  -1.31  -0.116
O  -2.63  -0.86  0.65  -0.147
H  -4.62  -1.50  -1.80  0.067
F  -1.24  4.00  0.00  0.040
C  -1.35  2.78  -0.51  -0.249
F  0.09  2.30  -0.36  -0.227
F  -1.88  2.03  0.66  -0.186
C  0.50  -8.60  -1.20  -0.047
C  0.17  -7.21  -0.72  -0.265
C  1.12  -6.19  -0.80  -0.030
C  0.82  -4.91  -0.38  -0.064
C  -0.44  -4.64  0.12  -0.398
C  -1.41  -5.63  0.19  -0.077
C  -1.09  -6.91  -0.22  -0.031
S  -0.89  -3.02  0.74  0.967
C  0.06  -3.12  2.27  -0.186
O  -0.12  -2.01  -0.11  -0.609
H  1.57  -8.78  -1.18  0.077
H  0.16  -8.75  -2.22  0.087
H  0.01  -9.36  -0.58  0.080
H  2.10  -6.41  -1.20  0.115
H  1.55  -4.11  -0.46  0.114
H  -2.40  -5.40  0.57  0.105
H  -1.84  -7.69  -0.16  0.118
H  1.08  -3.43  2.04  0.069
H  -0.44  -3.84  2.92  0.074
H  0.03  -2.13  2.71  0.004

Summary:
**Spin multiplicity**: 6
**Orbital gap (alpha / beta)**: 7.92 / 7.93 eV
**Total charge**: 0

***

no.,total energy (eV)
1,-133017.405
2,-150466.468
3,-255043.038
4,-120735.820